{
  "formula": "C26H43N10O4PbS",
  "method": "ωB97M-V with the def2-TZVPD basis set",
  "orbital_gap_ev": 7.793,
  "relative_energy_kj_mol": 29.0,
  "total_charge": 1,
  "homo_energy_ev": -9.95,
  "species": ["C", "C", "H", "H", "C", "H", "N", "H", "N", "C", "C", "C", "C", "C", "H", "C", "H", "H", "O", "C", "C", "N", "H", "C", "H", "H", "H", "H", "H", "H", "H", "O", "N", "N", "C", "H", "C", "Pb", "H", "N", "C", "C", "H", "C", "S", "C", "H", "H", "C", "H", "H", "C", "H", "H", "C", "N", "H", "H", "H", "H", "H", "H", "H", "H", "H", "N", "H", "H", "H", "C", "C", "H", "O", "C", "H", "N", "H", "N", "O", "C", "H", "H", "H", "H", "C"],
  "xyz": [[-1.9595, 12.0970, 18.1779], [-0.9028, 4.4036, 19.4657], [-1.6610, 3.4214, 16.3213], [-0.4877, 5.9794, 21.8408], [0.4859, 11.5772, 18.2069], [1.1681, 6.4320, 22.2394], [-0.7103, 11.6757, 17.5663], [-3.3611, 7.2524, 11.5364], [5.0722, 10.7979, 16.5783], [-2.9592, 7.5533, 14.3123], [3.0836, 10.4867, 15.0941], [-0.8501, 11.4977, 16.1086], [-0.6595, 12.0919, 20.2853], [-1.7005, 12.8417, 19.4755], [-0.1075, 8.4436, 13.1385], [-2.1895, 7.7158, 15.4462], [-1.7518, 10.9196, 15.8799], [2.5281, 11.1398, 15.7849], [2.4359, 6.8713, 15.7589], [3.3614, 8.2864, 20.3412], [-2.5823, 7.9799, 11.8441], [4.0678, 6.3029, 14.2929], [5.0255, 4.4346, 14.4924], [-0.0822, 5.4661, 19.1092], [2.5702, 11.3446, 19.7258], [5.3265, 5.5624, 15.8209], [-1.3605, 13.8545, 19.2755], [-1.1643, 4.1316, 20.4904], [-0.3438, 12.7100, 21.1418], [3.6943, 4.7870, 15.7202], [5.6811, 7.5096, 13.5625], [2.2655, 9.3489, 14.8546], [0.5539, 11.8232, 19.5497], [-2.1609, 7.8673, 13.2313], [-1.4159, 3.5931, 18.4603], [7.0601, 11.2718, 16.9422], [3.1272, 7.1304, 14.7635], [1.3797, 8.1839, 17.4297], [6.7055, 9.4961, 16.5230], [-0.9155, 8.0423, 15.0463], [0.5364, 5.8737, 21.5520], [-0.9239, 8.1180, 13.7518], [0.7711, 4.8067, 21.7065], [1.6502, 11.3780, 20.3452], [3.8512, 8.5045, 18.6665], [-1.1916, 3.9565, 17.1383], [-2.0605, 2.7076, 18.6432], [5.5774, 5.7977, 13.0020], [0.7017, 6.1915, 20.1320], [1.8179, 12.0689, 21.1547], [4.4318, 6.9803, 12.3446], [4.5288, 11.9358, 17.2538], [5.3256, 12.6518, 17.4673], [-2.6433, 12.9781, 20.0275], [4.5583, 5.1827, 15.1438], [1.5173, 7.1035, 19.7588], [3.8022, 12.4332, 16.6148], [-2.9966, 8.9609, 11.6924], [4.0386, 11.6550, 18.1453], [3.6416, 8.7766, 13.3900], [-0.3897, 5.4884, 15.8892], [6.3293, 10.1177, 18.1190], [5.0541, 9.2788, 21.0888], [-1.0504, 11.1792, 20.6309], [-0.7998, 12.4840, 15.6620], [4.2175, 8.7280, 21.3146], [-2.5069, 11.2353, 18.4357], [3.9381, 8.6368, 22.2434], [1.9676, 8.1127, 13.2879], [-0.5017, 5.1182, 16.8828], [6.4007, 10.3924, 17.0516], [3.3473, 11.0062, 14.1474], [1.5045, 11.1132, 17.6607], [5.0067, 6.6756, 13.2270], [-2.4565, 7.6255, 16.4872], [2.2819, 7.6675, 20.7552], [-0.0043, 10.9442, 15.6938], [0.1313, 5.7891, 17.8433], [4.8452, 8.9585, 15.3095], [2.7896, 8.3926, 13.9744], [-1.7404, 7.7865, 11.1611], [-3.9987, 7.2850, 14.2080], [-2.4581, 12.7764, 17.4545], [1.4674, 10.4317, 20.8503], [4.4101, 10.0402, 15.7142]],
  "forces_ev_per_angstrom": [[0.956, 1.762, 0.206], [-0.637, -1.038, 0.206], [0.161, -0.076, 0.067], [-0.813, 0.144, 0.243], [0.650, -1.382, 0.512], [-0.114, 0.116, -0.452], [-0.074, 0.011, -0.672], [0.433, 0.234, 0.703], [0.854, -0.095, 0.165], [-0.112, 0.429, 0.469], [0.322, 0.428, 0.405], [1.225, -0.352, 0.527], [0.452, 1.798, 0.280], [-0.070, 0.342, -0.064], [0.193, -0.046, -0.178], [-0.005, -0.188, -1.355], [0.050, 0.417, 0.071], [0.031, -0.339, -0.569], [0.159, -0.525, 0.448], [0.135, -0.221, -0.395], [-0.037, -0.693, -0.560], [0.500, -0.445, 0.603], [-0.417, 0.067, 0.230], [0.399, -0.249, 0.585], [-0.675, -0.268, 0.504], [-0.115, -0.012, 0.117], [0.270, 0.100, -0.136], [0.411, 0.389, -0.238], [-0.384, -0.313, -0.054], [0.799, 0.104, -0.405], [-0.591, -0.774, -0.321], [-0.089, 0.726, 0.216], [-1.421, 0.716, -0.870], [-0.052, -0.807, 0.639], [-0.552, -0.258, -0.357], [-0.007, -0.655, -0.074], [0.479, 0.096, -0.816], [0.138, 0.196, 0.143], [0.255, 0.245, -0.207], [0.418, 0.110, 1.110], [0.355, -1.544, 1.004], [-0.696, 0.297, -0.594], [-0.072, 0.216, 0.027], [1.383, -0.027, -0.326], [-0.040, 0.043, 0.193], [-0.760, -0.062, -0.001], [0.655, 0.749, 0.208], [0.329, -0.295, -0.294], [0.137, 0.882, 0.148], [0.061, 0.589, 0.229], [0.373, -0.059, 0.068], [0.006, 1.092, -1.094], [-0.040, -0.094, -0.018], [0.345, -0.328, -0.034], [-0.924, 0.419, -0.030], [0.470, 0.253, -0.264], [0.014, 0.135, 0.137], [-0.021, 0.458, -0.300], [-0.490, -0.353, 1.139], [-0.524, -0.236, 0.307], [0.166, 0.228, -0.566], [0.035, 0.209, -0.331], [-0.957, -0.592, 0.063], [-0.715, -1.351, 0.763], [-0.546, 0.163, -0.394], [0.615, 0.585, -2.202], [-1.215, -1.099, -0.185], [-0.416, -0.188, 1.549], [0.300, 0.033, 0.101], [0.646, -0.267, 0.442], [-0.510, 0.154, 0.491], [-0.313, -0.154, 0.395], [-0.227, 0.277, -0.739], [-0.482, 1.332, 0.393], [-0.039, -0.144, -0.084], [0.216, 0.300, -0.047], [-0.055, -0.089, 0.283], [-0.236, 0.665, -0.683], [0.498, 0.000, 0.372], [-0.148, -0.418, -0.799], [-0.175, 0.324, 0.413], [0.067, 0.061, -0.124], [-0.107, -0.693, 0.468], [-0.046, -0.488, -0.300], [-0.046, -0.674, -0.512]],
  "mulliken_charge": [-0.56, -0.62, 0.41, 0.37, 0.18, 0.35, 0.34, 0.31, 0.20, -0.64, -0.37, -0.84, -0.64, -0.84, 0.41, -0.83, 0.38, -0.21, -0.42, 0.11, -0.90, 0.11, 0.39, 0.40, -0.25, 0.32, 0.33, 0.41, 0.34, 0.19, 0.24, -0.15, 0.15, 0.15, -0.54, 0.32, 0.34, 1.23, 0.27, 0.59, -1.64, -0.64, 0.38, -0.57, -0.25, -0.91, 0.36, 0.37, 0.48, 0.41, 0.33, -1.07, 0.35, 0.37, -0.95, 0.90, 0.44, 0.34, 0.21, 0.53, 0.66, 0.26, 0.20, 0.35, 0.38, -0.35, 0.32, 0.22, 0.22, -0.52, -0.88, 0.33, -0.26, -0.89, 0.47, -1.13, -0.06, 0.24, -0.61, -0.73, 0.32, 0.46, 0.38, 0.35, 0.79]
}